114
Properties=species:S:1:pos:R:3:mulliken_charge:R:1 method="wB97M-V/def2-TZVPD" smiles="C[C@H](O)CNCCO[C@@]1(B(O)O)CO[C@H](S(=O)(=O)F)[C@@]1(CCN)CCCc1ccccc1.COCCNCCOC.COCCNCCOC" lumo_ev=-0.218 charge=0 homo_ev=-8.438 orbital_gap_ev=8.2203
C -5.652 -0.118 2.447 -0.870
C -5.967 -1.638 2.912 -0.023
O -7.094 -1.637 3.818 -0.569
C -4.674 -2.380 3.540 -0.449
N -3.651 -2.718 2.480 -0.369
C -2.327 -2.373 3.083 -0.584
C -1.114 -3.071 2.236 -0.531
O -0.259 -2.134 1.569 -0.228
C 1.095 -2.082 2.057 -0.218
B 1.086 -1.570 3.629 0.848
O 0.476 -0.353 4.070 -0.617
O 1.693 -2.418 4.665 -0.663
C 1.841 -3.496 1.753 -0.429
O 1.964 -3.425 0.300 -0.473
C 1.736 -2.088 -0.254 -0.379
S 2.876 -2.021 -1.716 1.241
O 3.268 -0.650 -2.172 -0.540
O 2.099 -2.641 -2.867 -0.693
F 4.241 -3.026 -1.553 -0.203
C 2.064 -1.191 1.074 1.612
C 3.627 -1.377 1.452 -0.789
C 4.541 -0.068 1.295 -0.785
N 5.282 -0.010 -0.024 -0.435
C 1.425 0.276 1.128 -1.343
C 1.780 1.241 -0.103 -0.299
C 0.757 1.109 -1.356 -0.141
C -0.557 2.018 -1.147 0.324
C -1.922 1.306 -1.336 -0.414
C -3.271 2.051 -1.121 -0.558
C -3.258 3.539 -0.707 -0.525
C -1.896 4.266 -0.561 -0.827
C -0.546 3.518 -0.779 -0.433
H -6.522 0.592 2.629 0.334
H -5.414 -0.164 1.319 0.222
H -4.690 0.266 2.950 0.225
H -6.245 -2.233 1.965 0.328
H -6.805 -1.179 4.637 0.340
H -5.058 -3.318 4.093 0.194
H -4.153 -1.729 4.343 0.335
H -3.813 -2.016 1.737 0.264
H -2.275 -2.875 4.123 0.340
H -2.140 -1.246 3.150 0.380
H -0.614 -3.859 2.887 0.259
H -1.665 -3.663 1.406 0.308
H 0.321 -0.461 5.042 0.301
H 0.943 -3.008 4.937 0.315
H 1.198 -4.453 1.863 0.408
H 2.748 -3.772 2.384 0.224
H 0.713 -1.911 -0.760 0.428
H 3.781 -1.737 2.541 0.370
H 4.143 -2.198 0.819 0.437
H 4.035 0.921 1.540 0.336
H 5.387 -0.182 2.080 0.326
H 5.206 -0.900 -0.527 0.059
H 4.976 0.792 -0.583 0.312
H 1.878 0.788 2.063 0.327
H 0.297 0.316 1.269 0.218
H 1.617 2.318 0.289 0.391
H 2.862 1.208 -0.453 -0.206
H 1.327 1.543 -2.265 0.346
H 0.469 0.037 -1.605 0.133
H -1.951 0.204 -1.641 0.233
H -4.223 1.443 -1.280 0.349
H -4.261 4.072 -0.517 1.054
H -1.924 5.372 -0.273 0.307
H 0.441 4.083 -0.665 0.328
C -10.246 6.061 -2.435 -0.708
O -9.720 6.950 -1.463 -0.335
C -10.285 6.767 -0.163 -0.806
C -9.249 6.185 0.800 -0.167
N -8.942 4.793 0.469 -0.279
C -7.776 4.260 1.177 -0.849
C -6.415 4.919 0.901 -0.495
O -5.925 4.711 -0.421 -0.528
C -6.426 5.621 -1.390 -0.673
H -9.889 6.383 -3.415 0.237
H -9.894 5.040 -2.264 0.300
H -11.340 6.083 -2.441 0.338
H -11.196 6.158 -0.191 0.401
H -10.566 7.762 0.196 0.397
H -9.640 6.234 1.821 0.386
H -8.355 6.814 0.743 0.153
H -8.767 4.721 -0.527 0.077
H -7.698 3.205 0.896 0.439
H -7.974 4.285 2.254 0.384
H -5.686 4.438 1.563 0.438
H -6.397 5.983 1.161 0.322
H -6.622 6.612 -0.972 0.294
H -7.326 5.217 -1.857 0.172
H -5.674 5.723 -2.177 0.386
C 7.457 -3.511 -5.051 -0.672
O 7.966 -2.621 -4.072 -0.400
C 7.374 -2.796 -2.784 -0.674
C 8.387 -3.380 -1.797 -0.158
N 8.695 -4.775 -2.116 -0.367
C 9.844 -5.309 -1.383 -0.703
C 11.214 -4.657 -1.632 -0.473
O 11.729 -4.872 -2.942 -0.428
C 11.253 -3.964 -3.923 -0.525
H 7.836 -3.194 -6.025 0.249
H 7.801 -4.533 -4.869 0.301
H 6.363 -3.484 -5.080 0.305
H 6.461 -3.401 -2.828 0.386
H 7.090 -1.799 -2.433 0.220
H 7.975 -3.326 -0.784 0.438
H 9.285 -2.755 -1.838 0.169
H 8.890 -4.851 -3.108 0.081
H 9.923 -6.366 -1.658 0.370
H 9.624 -5.280 -0.310 0.392
H 11.925 -5.138 -0.954 0.355
H 11.230 -3.593 -1.375 0.344
H 11.052 -2.971 -3.511 0.276
H 10.360 -4.366 -4.407 0.162
H 12.021 -3.867 -4.694 0.301

=====

104
Properties=species:S:1:pos:R:3:mulliken_charge:R:1 method="wB97M-V/def2-TZVPD" lumo_ev=3.799 charge=-2 homo_ev=-0.545 e_above_lowest_ev=0.990 orbital_gap_ev=4.3436
K 1.538 1.100 0.125 1.073
C 4.270 0.892 -3.434 -1.503
C 3.400 1.931 -2.778 0.873
C 3.884 2.711 -1.734 -0.496
C 3.066 3.626 -1.077 0.934
C 3.570 4.427 0.095 -1.923
C 1.746 3.769 -1.493 -0.805
C 1.239 3.009 -2.546 1.093
C -0.204 3.154 -2.956 -1.460
C 2.075 2.093 -3.175 -0.236
H 4.578 1.209 -4.435 0.387
H 3.726 -0.050 -3.525 0.193
H 5.166 0.705 -2.842 0.320
H 4.901 2.568 -1.391 0.438
H 3.967 5.392 -0.230 0.446
H 4.367 3.890 0.612 0.386
H 2.751 4.629 0.792 0.314
H 1.086 4.430 -0.940 0.308
H -0.305 3.848 -3.795 0.464
H -0.801 3.539 -2.128 0.161
H -0.631 2.196 -3.257 0.180
H 1.672 1.462 -3.961 0.264
O -0.346 4.593 1.078 -0.897
C -0.668 3.418 1.307 -0.407
O 0.099 2.451 1.587 -0.546
C -2.156 3.048 1.349 0.633
C -2.982 3.972 1.992 -0.652
C -4.318 3.706 2.234 -0.644
C -4.855 2.497 1.812 -0.791
C -4.050 1.593 1.140 -0.186
C -2.699 1.841 0.884 0.194
P -1.757 0.546 -0.108 2.185
C -2.795 0.576 -1.620 0.280
C -3.450 1.731 -2.058 -0.718
C -4.083 1.774 -3.293 -0.600
C -4.079 0.663 -4.124 -0.773
C -3.430 -0.493 -3.704 -0.566
C -2.796 -0.536 -2.471 -0.433
C -2.070 -1.050 0.634 -0.194
C -3.249 -1.761 0.429 0.031
C -3.383 -3.120 0.689 -1.658
C -2.185 -3.838 0.978 -0.543
C -1.019 -3.208 1.245 -1.377
C -0.974 -1.724 1.474 1.653
H -2.535 4.907 2.307 0.436
H -4.934 4.431 2.756 0.339
H -5.896 2.260 2.002 0.404
H -4.476 0.655 0.806 0.223
H -3.464 2.610 -1.425 0.365
H -4.583 2.685 -3.605 0.385
H -4.575 0.695 -5.087 0.364
H -3.410 -1.371 -4.338 0.418
H -2.300 -1.445 -2.152 0.081
H -4.080 -1.257 -0.057 0.179
H -4.306 -3.639 0.459 0.209
H -2.190 -4.924 0.910 0.403
H -0.092 -3.752 1.387 0.410
H 0.357 -0.286 1.581 -0.306
C -1.804 -0.680 5.638 -0.807
C -1.932 -1.992 5.210 -0.702
C -1.659 -2.335 3.888 -0.570
C -1.239 -1.380 2.968 0.429
C -1.142 -0.055 3.408 0.064
C -1.411 0.291 4.723 -1.328
N 0.348 -1.165 1.064 1.341
N 1.468 -1.900 1.577 -0.895
C 2.346 -2.322 0.679 -0.193
C 3.409 -3.117 1.267 -0.413
C 4.404 -3.735 0.567 -0.548
C 4.481 -3.621 -0.827 -1.020
C 3.514 -2.851 -1.442 -0.599
C 2.475 -2.198 -0.770 0.150
H -2.025 -0.411 6.666 0.350
H -2.255 -2.759 5.906 0.392
H -1.762 -3.359 3.557 0.394
H -0.878 0.743 2.719 0.634
H -1.330 1.329 5.026 0.461
H 3.325 -3.267 2.340 0.539
H 5.137 -4.330 1.106 0.343
H 5.260 -4.109 -1.399 0.355
H 3.549 -2.725 -2.519 0.310
C 2.586 -0.481 4.190 -1.274
N 3.402 -0.356 3.003 0.097
C 3.623 0.759 2.332 0.149
N 2.908 1.856 2.732 -0.339
S 4.709 0.807 1.032 -0.348
H 2.793 -1.444 4.648 0.358
H 1.521 -0.465 3.940 0.446
H 2.813 0.317 4.901 0.356
H 3.941 -1.147 2.683 0.323
H 1.985 1.711 3.125 0.255
H 2.956 2.657 2.124 0.235
S 1.473 -1.215 -1.873 0.704
C 0.354 -2.335 -2.648 -0.243
C -0.234 -3.390 -1.960 -0.354
C -1.187 -4.178 -2.585 -0.413
C -1.555 -3.931 -3.903 -0.564
C -0.957 -2.886 -4.594 -0.610
C -0.004 -2.092 -3.973 -0.594
H 0.018 -3.556 -0.923 0.307
H -1.667 -4.968 -2.019 0.398
H -2.310 -4.542 -4.384 0.337
H -1.238 -2.680 -5.621 0.372
H 0.460 -1.271 -4.507 0.403

=====

21
Properties=species:S:1:pos:R:3:nbo_charge:R:1 method="wB97M-V/def2-TZVPD" smiles="C=CCCCCC" lumo_ev=1.182 charge=0 homo_ev=-9.249 e_above_lowest_ev=3.434 orbital_gap_ev=10.4303
C -0.215 0.147 -2.994 -0.395
C 0.210 1.044 -2.069 -0.185
C 1.287 0.597 -1.130 -0.467
C 0.835 -0.008 0.201 -0.412
C -0.656 0.342 0.508 -0.411
C -0.872 0.121 1.997 -0.414
C -0.642 -1.419 2.195 -0.616
H 0.430 -0.714 -3.235 0.189
H -1.075 0.312 -3.648 0.192
H -0.138 2.040 -2.181 0.205
H 1.907 -0.257 -1.617 0.204
H 2.139 1.313 -1.269 0.219
H 1.228 -1.117 0.268 0.221
H 1.595 0.505 0.926 0.207
H -1.319 -0.356 -0.076 0.211
H -0.804 1.417 0.124 0.210
H -1.927 0.206 2.404 0.195
H -0.441 0.993 2.552 0.218
H -1.098 -2.038 1.494 0.214
H -0.851 -1.604 3.152 0.208
H 0.408 -1.525 2.401 0.208

=====

41
Properties=species:S:1:pos:R:3:mulliken_spin:R:1 method="wB97M-V/def2-TZVPD" spin_multiplicity=2 lumo_ev="-0.992 / -5.750" charge=0 homo_ev="-10.722 / -10.722" e_above_lowest_ev=1.742 orbital_gap_ev="9.7295 / 4.9724"
O -0.780 0.303 2.204 0.000
H -1.369 -3.992 2.546 0.000
O -0.840 -2.729 -0.602 0.002
H -1.687 -0.041 2.073 0.000
H -1.578 -1.484 -2.883 0.000
O -3.006 3.066 -1.721 0.000
H -2.445 -0.025 -3.127 0.000
H 0.550 -0.983 2.291 0.000
O 1.291 -1.575 2.217 0.001
H -3.894 -1.299 -0.229 0.000
H 1.311 -1.811 1.295 -0.004
O -3.279 -1.750 0.358 0.000
H 1.994 -0.082 -2.570 -0.017
H 2.090 -2.700 -1.379 -0.009
O 1.673 -2.207 -0.685 0.201
H -2.844 -3.174 2.228 0.000
H -0.075 1.986 -3.847 0.000
O 2.219 -0.063 -1.647 0.720
H -0.042 1.782 3.234 0.000
H 0.129 -2.580 -0.784 0.000
O -2.353 -0.957 -3.077 0.000
H -3.058 2.925 -0.783 0.000
H 1.175 2.421 0.672 0.000
O 0.602 1.914 3.885 0.000
H 1.223 1.493 3.186 0.000
H -3.145 2.303 -2.251 0.000
O 2.731 1.010 2.168 0.000
H 2.747 0.166 2.663 0.000
H 3.135 0.884 1.240 0.000
O -0.854 1.410 -4.166 0.000
H 2.194 -1.256 -1.018 -0.022
H 0.951 3.803 1.107 0.000
O -2.192 -3.580 2.791 0.000
H 3.193 1.135 -1.717 -0.024
H -0.667 0.538 -4.465 0.000
O 1.269 3.354 0.314 0.000
H -2.454 -1.787 -0.151 0.000
H -0.419 0.576 1.368 0.000
O 3.673 2.006 -1.629 0.162
H -0.783 -2.741 0.411 0.001
H 2.964 2.547 -1.246 -0.009